The following is a quantum chemistry calculation of an isolated molecule of CH2O3S, from OMol25.

```
7
Properties=species:S:1:pos:R:3:forces:R:3
C -0.373 -0.165 0.248 -1.3913 -2.9627 -3.8728
O -3.234 0.196 0.592 -1.0117 -0.0712 0.6653
O -0.828 -1.409 -0.169 -0.5362 3.4706 -0.2462
O 0.593 0.474 -0.475 -1.5588 2.2639 3.9622
S -2.287 0.120 -0.485 3.4730 -1.4271 0.6291
H -0.261 -0.189 1.281 0.0230 1.1913 1.9282
H 0.928 0.011 -1.172 1.0020 -2.4649 -3.0658
```
Forces are in eV/Å.

The value obtained for the HOMO energy (alpha / beta) is -9.338 / -9.339 eV. The HOMO-LUMO gap (alpha / beta) comes out at 8.346 / 8.346 eV. The energy above the lowest of the compared OMol25 structures with the same formula, charge and spin comes out at 43.2 kcal/mol. The value obtained for the LUMO energy (alpha / beta) is -0.0365 / -0.0365 Ha. The calculation puts the max |F| at 0.099 hartree/bohr.

Per-atom Mulliken charges, elementary charge units: atom 1 (C): 0.197, atom 2 (O): -0.395, atom 3 (O): -0.526, atom 4 (O): -0.426, atom 5 (S): 0.460, atom 6 (H): 0.383, atom 7 (H): 0.308

=====

The following is a quantum chemistry calculation of an isolated molecule of CH2O3S, from OMol25.

```
7
Properties=species:S:1:pos:R:3:forces:R:3
C -0.397 -0.013 0.436 -0.4763 -0.2374 -4.0777
O -1.505 0.695 2.924 0.3451 -0.9846 -0.9079
O -0.693 1.392 0.363 -0.2518 -0.3540 -1.7145
O 0.848 -0.250 -0.106 -0.4247 -0.3531 -0.0429
S -0.358 0.921 1.937 0.6722 2.5767 5.5307
H -1.268 -0.667 0.096 1.5750 0.3595 0.4244
H 1.379 0.567 -0.347 -1.4394 -1.0071 0.7879
```
Forces are in eV/Å.

The value obtained for the HOMO energy (alpha / beta) is -6.072 / -11.143 eV. The HOMO-LUMO gap (alpha / beta) comes out at 6.636 / 7.810 eV. The energy above the lowest of the compared OMol25 structures with the same formula, charge and spin comes out at 115.2 kcal/mol. The expectation value of S² is 2.012. The value obtained for the LUMO energy (alpha / beta) is 0.0207 / -0.1225 Ha. The multiplicity is 3. The calculation puts the max |F| at 0.119 hartree/bohr.

Per-atom Mulliken charges, elementary charge units: atom 1 (C): 0.212, atom 2 (O): -0.325, atom 3 (O): -0.358, atom 4 (O): -0.447, atom 5 (S): 0.231, atom 6 (H): 0.330, atom 7 (H): 0.357

=====

The following is a quantum chemistry calculation of a cluster of 2 separate species, CH2O3S2 in total, from OMol25.

```
8
Properties=species:S:1:pos:R:3:forces:R:3
C 0.782 1.216 -0.846 2.0966 0.3250 -0.2441
O -4.824 -0.897 0.260 0.2581 0.7215 -0.3565
O -2.632 0.104 0.530 0.5671 0.2070 0.1166
O -0.452 1.457 -0.855 -3.8357 -2.2308 2.8411
S 1.632 0.353 0.338 0.3819 -0.5055 0.1737
S -3.927 0.176 -0.071 -0.8610 -0.9664 0.2644
H -1.040 0.891 -0.083 1.7543 2.0356 -2.4589
H 0.859 -0.300 1.288 -0.3613 0.4137 -0.3364
```
Forces are in eV/Å.

The value obtained for the HOMO energy is -8.443 eV. The HOMO-LUMO gap comes out at 6.452 eV. The energy above the lowest of the compared OMol25 structures with the same formula, charge and spin comes out at 55.6 kcal/mol. The value obtained for the LUMO energy is -0.0732 Ha. The calculation puts the max |F| at 0.102 hartree/bohr.

Per-atom Mulliken charges, elementary charge units: atom 1 (C): 0.000, atom 2 (O): -0.361, atom 3 (O): -0.455, atom 4 (O): -0.177, atom 5 (S): -0.149, atom 6 (S): 0.753, atom 7 (H): 0.310, atom 8 (H): 0.078

=====

The following is a quantum chemistry calculation of a cluster of 3 separate species, CH2O3S2 in total, from OMol25.

```
8
Properties=species:S:1:pos:R:3:forces:R:3
C -1.014 0.146 -2.397 -0.0615 -1.9342 -3.8282
O 0.340 -1.455 -1.009 0.0810 0.0239 -0.3092
O -1.305 0.869 -1.587 -0.5789 2.4804 3.5753
O -0.869 -0.493 -3.355 0.5094 -0.4173 0.0683
S 0.421 0.823 2.148 1.4111 0.6918 -1.2021
S 0.477 -1.854 0.403 0.0643 -0.3771 0.3681
H 1.731 1.210 2.381 -1.0041 -0.3149 -0.3378
H 0.220 0.754 3.415 -0.4214 -0.1525 1.6657
```
Forces are in eV/Å.

The value obtained for the HOMO energy (alpha / beta) is -9.049 / -9.052 eV. The HOMO-LUMO gap (alpha / beta) comes out at 7.567 / 7.554 eV. The energy above the lowest of the compared OMol25 structures with the same formula, charge and spin comes out at 15.4 kcal/mol. The value obtained for the LUMO energy (alpha / beta) is -0.0545 / -0.0550 Ha. The calculation puts the max |F| at 0.085 hartree/bohr.

Per-atom Mulliken charges, elementary charge units: atom 1 (C): 0.743, atom 2 (O): -0.303, atom 3 (O): -0.327, atom 4 (O): -0.392, atom 5 (S): -0.317, atom 6 (S): 0.261, atom 7 (H): 0.180, atom 8 (H): 0.155

=====

The following is a quantum chemistry calculation of a cluster of 2 separate species, CH2O3S2 in total, from OMol25.

```
8
Properties=species:S:1:pos:R:3:forces:R:3
C 1.041 0.495 0.686 0.9528 -2.1166 0.7860
O -0.142 -1.949 0.643 -0.7987 -0.8743 -0.2708
O 1.221 -0.050 1.841 0.2375 -0.2469 0.0986
O 0.993 1.546 0.207 -0.3491 1.7349 -0.8786
S -1.096 0.186 -1.818 -0.3742 1.4185 0.7592
S 1.169 -1.382 0.539 0.1286 1.5668 0.4673
H -2.006 -0.259 -0.948 -0.1086 -0.3978 -0.0543
H -1.181 1.413 -1.150 0.3117 -1.0846 -0.9075
```
Forces are in eV/Å.

The value obtained for the HOMO energy is -9.790 eV. The HOMO-LUMO gap comes out at 9.004 eV. The energy above the lowest of the compared OMol25 structures with the same formula, charge and spin comes out at 33.9 kcal/mol. The value obtained for the LUMO energy is -0.0289 Ha. The calculation puts the max |F| at 0.048 hartree/bohr.

Per-atom Mulliken charges, elementary charge units: atom 1 (C): 0.701, atom 2 (O): -0.402, atom 3 (O): -0.336, atom 4 (O): -0.411, atom 5 (S): -0.379, atom 6 (S): 0.479, atom 7 (H): 0.182, atom 8 (H): 0.168

=====

The following is a quantum chemistry calculation of an isolated molecule of CH2O4S, from OMol25.

```
8
Properties=species:S:1:pos:R:3:forces:R:3
C 0.425 1.377 0.109 0.2814 2.5029 -0.0389
O 0.306 -1.862 0.188 -1.3890 -0.1271 0.3470
O -2.029 -1.360 -0.187 -1.0798 -0.5035 0.4734
O -0.572 0.603 0.325 -1.8994 -2.6432 0.6356
O 1.306 1.198 -0.680 0.8756 -0.3363 -0.1024
S -0.746 -0.951 -0.597 0.3193 1.1341 -0.9649
H 0.238 2.316 0.712 0.6840 -0.5547 -0.4363
H 1.073 -1.322 0.129 2.2081 0.5278 0.0864
```
Forces are in eV/Å.

The value obtained for the HOMO energy is -10.821 eV. The HOMO-LUMO gap comes out at 11.268 eV. The energy above the lowest of the compared OMol25 structures with the same formula, charge and spin comes out at 16.4 kcal/mol. The value obtained for the LUMO energy is 0.0164 Ha. The calculation puts the max |F| at 0.064 hartree/bohr.

Per-atom Mulliken charges, elementary charge units: atom 1 (C): 0.223, atom 2 (O): -0.403, atom 3 (O): -0.426, atom 4 (O): -0.312, atom 5 (O): -0.505, atom 6 (S): 0.746, atom 7 (H): 0.326, atom 8 (H): 0.351

=====

Look up the max |F| of the third one.
0.102 hartree/bohr